2 unconnected molecules or ions with the total composition C3Cl3O, computed with ωB97M-V with the def2-TZVPD basis set.

Structure (ORCA input):
```
! RIJCOSX wB97M-V def2-TZVPD def2/J DEFGRID3
* xyz 1 1
C -1.231 -0.061 0.229
C 2.297 0.071 -0.341
C -2.420 -0.108 0.036
O 2.296 -0.507 -1.307
Cl 0.199 -0.531 0.894
Cl 2.894 1.083 0.765
Cl -4.034 0.053 -0.276
*
```

The value obtained for the HOMO energy is -13.811 eV. The total energy comes out at -42713.166 eV. The calculation puts the energy above the lowest of the compared OMol25 structures with the same formula, charge and spin at 28.7 kcal per mole. The LUMO energy is -6.6 eV. As for the HOMO-LUMO gap: 0.264 hartree.

Which charges does Mulliken predict for the atoms? In e, they are:
1 C -0.14
2 C 0.65
3 C 0.54
4 O -0.07
5 Cl -0.11
6 Cl 0.19
7 Cl -0.07

***

2 unconnected molecules or ions with the total composition C30H41Cl4N2O7P4S, computed with ωB97M-V with the def2-TZVPD basis set.

Structure (ORCA input):
```
! RIJCOSX wB97M-V def2-TZVPD def2/J DEFGRID3
* xyz 1 1
C -4.297 -1.687 4.616
C -3.096 -1.223 3.757
P -3.571 -1.663 2.063
C -4.804 -0.379 1.581
C -4.747 1.005 2.237
N -2.115 -1.467 0.858
P -1.680 0.342 0.856
S -1.010 1.125 2.457
C -2.614 -1.752 -0.575
P -4.089 -3.009 -0.599
O -5.012 -2.180 -1.661
Cl -3.411 -4.561 -1.778
C -1.431 -1.847 -1.584
C -1.923 -2.071 -3.023
C -1.403 -1.048 -3.993
O -0.827 -1.248 -4.986
Cl -1.833 0.617 -3.501
N -0.304 -2.704 -1.131
P 0.749 -2.985 -2.448
O 1.670 -4.152 -1.807
Cl 2.038 -1.357 -2.304
C 0.177 -2.144 0.163
C 1.509 -2.666 0.705
C 2.285 -1.657 1.589
C 2.782 -0.405 0.898
Cl 3.644 0.613 2.090
C -0.964 -2.372 1.202
O -0.541 -2.020 2.477
C -1.306 -3.885 1.166
C -1.992 -4.566 2.385
C -3.400 -5.102 2.114
O -1.159 -5.670 2.767
H -4.130 -2.671 5.042
H -5.244 -1.663 4.079
H -4.397 -0.991 5.445
H -2.949 -0.158 3.909
H -2.189 -1.704 4.096
H -5.750 -0.871 1.804
H -4.778 -0.294 0.493
H -3.752 1.295 2.562
H -5.423 1.073 3.083
H -5.073 1.758 1.520
H -2.899 0.871 0.426
H -0.832 0.520 -0.239
H -3.100 -0.822 -0.875
H -4.885 -2.473 -2.573
H -1.023 -0.832 -1.616
H -1.778 -3.067 -3.411
H -2.995 -1.892 -3.026
H 1.921 -4.733 -2.538
H 0.331 -1.074 0.002
H 1.374 -3.546 1.335
H 2.185 -2.981 -0.077
H 3.172 -2.199 1.921
H 1.731 -1.399 2.485
H 1.984 0.222 0.510
H 3.512 -0.631 0.133
H -0.086 -2.767 2.881
H -1.839 -4.182 0.268
H -0.341 -4.377 1.083
H -1.984 -3.928 3.264
H -3.539 -5.368 1.068
H -3.519 -6.014 2.695
H -4.185 -4.424 2.431
H -0.958 -6.205 1.992
C 3.750 1.632 -2.162
C 5.091 1.655 -1.797
C 5.730 2.864 -1.583
C 5.030 4.053 -1.739
C 3.688 4.029 -2.121
C 3.050 2.814 -2.325
C 2.921 5.292 -2.329
O 1.751 5.261 -2.647
C 3.639 6.582 -2.135
C 2.964 7.773 -2.372
C 3.611 8.982 -2.186
C 4.933 9.008 -1.757
C 5.613 7.825 -1.523
C 4.972 6.609 -1.717
C 5.732 5.347 -1.486
O 6.882 5.364 -1.106
H 3.239 0.690 -2.317
H 5.639 0.728 -1.678
H 6.771 2.896 -1.294
H 2.008 2.806 -2.613
H 1.936 7.743 -2.702
H 3.086 9.908 -2.375
H 5.435 9.954 -1.607
H 6.642 7.835 -1.192
*
```

The value obtained for the HOMO energy is -11.129 eV. The total energy comes out at -147163.968 eV. The LUMO energy is -2.8 eV. As for the HOMO-LUMO gap: 0.306 hartree.

These are the Mulliken partial charges, in e, on atoms 1 to 8:
1 C -1.42
2 C -0.46
3 P 0.18
4 C -0.59
5 C -1.46
6 N 0.00
7 P 0.31
8 S -0.21

***

A molecular structure, ClY, computed with ωB97M-V with the def2-TZVPD basis set.

Structure (ORCA input):
```
! RIJCOSX wB97M-V def2-TZVPD def2/J DEFGRID3
* xyz 2 1
Y 21.571 2.673 -25.635
Cl 17.148 2.822 -25.942
*
```

The value obtained for the HOMO energy is -17.654 eV. The total energy comes out at -13538.382 eV. The calculation puts the energy above the lowest of the compared OMol25 structures with the same formula, charge and spin at 135.8 kcal per mole. The LUMO energy is -13.5 eV. As for the HOMO-LUMO gap: 0.154 hartree.

Which charges does Mulliken predict for the atoms? In e, they are:
1 Y 1.98
2 Cl 0.02

***

A gas-phase ion, C11H14N3 (charge +1), computed with ωB97M-V with the def2-TZVPD basis set.

Structure (ORCA input):
```
! RIJCOSX wB97M-V def2-TZVPD def2/J DEFGRID3
* xyz 1 1
C 0.656 2.437 -0.558
N 1.277 1.163 -0.059
C 2.490 0.554 -0.670
C 1.603 -0.420 -1.473
C 0.631 -0.499 -0.197
C -0.840 -0.599 0.077
C -1.739 -0.440 -0.989
C -3.139 -0.513 -0.740
C -3.588 -0.609 0.518
C -2.688 -0.804 1.613
C -1.372 -0.875 1.352
N 1.306 -1.098 0.944
C 2.684 -0.861 1.150
N 3.323 -0.270 0.262
H 0.068 2.833 0.286
H 1.347 3.146 -1.062
H -0.108 2.171 -1.341
H 1.547 1.358 0.915
H 3.153 1.248 -1.172
H 0.986 -0.070 -2.308
H 2.021 -1.319 -2.043
H -1.205 -0.202 -1.981
H -3.895 -0.375 -1.458
H -4.698 -0.659 0.714
H -3.042 -0.983 2.642
H -0.706 -1.021 2.223
H 0.736 -1.845 1.480
H 3.192 -1.451 1.877
*
```

The value obtained for the HOMO energy is -13.227 eV. The total energy comes out at -16095.223 eV. The calculation puts the energy above the lowest of the compared OMol25 structures with the same formula, charge and spin at 44.7 kcal per mole. As for the SMILES: C[N@@H+]1[C@@H]2C[C@@]1(c1ccccc1)NC=N2. The LUMO energy is -3.6 eV. As for the HOMO-LUMO gap: 0.353 hartree.

These are the Mulliken partial charges, in e, on atoms 1 to 8:
1 C -0.76
2 N -0.19
3 C 0.20
4 C -0.84
5 C 0.93
6 C 0.47
7 C -0.04
8 C -0.90

***

A single C3H6S2 molecule, computed with ωB97M-V with the def2-TZVPD basis set.

Structure (ORCA input):
```
! RIJCOSX wB97M-V def2-TZVPD def2/J DEFGRID3
* xyz 0 1
S -2.194 -0.617 -0.250
C -0.516 -0.758 0.445
C 0.378 0.380 1.075
C 0.647 -0.159 -0.376
S 0.381 1.069 -1.505
H -1.988 1.005 -0.047
H -0.312 -1.691 1.097
H 0.168 1.504 1.291
H 1.239 -0.194 1.568
H 1.569 -0.828 -0.512
H 0.628 0.288 -2.785
*
```

The value obtained for the HOMO energy is -8.746 eV. The total energy comes out at -24875.284 eV. The calculation puts the energy above the lowest of the compared OMol25 structures with the same formula, charge and spin at 79.0 kcal per mole. As for the SMILES: S[C@@H]1C[C@@H]1S. The LUMO energy is 0.4 eV. As for the HOMO-LUMO gap: 0.336 hartree.

These are the Mulliken partial charges, in e, on atoms 1 to 8:
1 S -0.21
2 C -0.23
3 C -0.76
4 C 0.06
5 S -0.23
6 H 0.14
7 H 0.27
8 H 0.29

***

A single C14H27NO8 molecule, computed with ωB97M-V with the def2-TZVPD basis set.

Structure (ORCA input):
```
! RIJCOSX wB97M-V def2-TZVPD def2/J DEFGRID3
* xyz 0 1
C -1.777 0.031 4.675
C -1.268 -0.596 3.338
C -0.740 -2.124 3.514
N -0.212 0.139 2.605
C -0.498 0.543 1.202
C -1.465 -0.223 0.275
O -2.678 -0.106 0.247
O -0.843 -1.018 -0.698
C -1.683 -1.768 -1.627
C -1.929 -0.987 -2.958
O -2.556 0.237 -2.440
C -0.599 -0.816 -3.792
O -0.910 -0.476 -5.053
C 0.256 0.412 -3.245
O -0.436 1.646 -3.402
C 1.677 0.481 -3.915
O 1.634 1.432 -4.917
C 2.929 0.843 -3.120
O 3.778 -0.062 -2.991
O 3.111 2.033 -2.611
C 1.166 0.471 3.156
C 1.488 1.951 2.857
C 2.239 -0.463 2.458
H -0.991 0.372 5.285
H -2.276 -0.643 5.301
H -2.399 1.002 4.538
H -2.192 -0.581 2.728
H -1.585 -2.785 3.517
H -0.127 -2.319 2.636
H -0.184 -2.184 4.393
H 0.406 0.843 0.647
H -1.090 1.510 1.293
H -1.410 -2.773 -1.801
H -2.678 -1.905 -1.156
H -2.622 -1.595 -3.631
H -2.808 0.108 -1.495
H 0.008 -1.744 -3.693
H -0.731 0.424 -5.286
H 0.438 0.254 -2.179
H -1.376 1.573 -3.038
H 1.964 -0.446 -4.193
H 1.408 2.267 -4.529
H 3.920 1.920 -2.156
H 1.269 0.174 4.242
H 0.856 2.595 3.494
H 2.569 2.214 3.046
H 1.292 2.178 1.775
H 2.237 -1.510 2.766
H 2.130 -0.328 1.369
H 3.287 -0.200 2.570
*
```

The value obtained for the HOMO energy is -8.261 eV. The total energy comes out at -32823.020 eV. The calculation puts the energy above the lowest of the compared OMol25 structures with the same formula, charge and spin at 55.6 kcal per mole. As for the SMILES: CC(C)N(CC(=O)OC[C@@H](O)[C@@H](O)[C@H](O)[C@@H](O)C(=O)O)C(C)C. The LUMO energy is 0.4 eV. As for the HOMO-LUMO gap: 0.320 hartree.

These are the Mulliken partial charges, in e, on atoms 1 to 8:
1 C -1.56
2 C 0.36
3 C -1.45
4 N 0.29
5 C -0.80
6 C 0.90
7 O -0.70
8 O -0.45

***

A molecular structure, C21H24GeN4O2Re, computed with ωB97M-V with the def2-TZVPD basis set.

Structure (ORCA input):
```
! RIJCOSX wB97M-V def2-TZVPD def2/J DEFGRID3
* xyz 2 2
Re -1.334 0.124 0.348
C -3.279 -5.098 0.738
C -4.417 -4.328 0.955
C -4.367 -2.955 0.817
C -3.160 -2.355 0.462
C -2.019 -3.117 0.244
C -2.082 -4.493 0.381
N -3.075 -0.927 0.321
N -4.189 -0.343 0.169
C -4.061 1.029 0.059
C -5.188 1.829 -0.022
C -5.023 3.199 -0.074
C -3.736 3.730 -0.048
C -2.657 2.876 0.002
N -2.809 1.538 0.050
H -3.326 -6.173 0.850
H -5.347 -4.802 1.238
H -5.240 -2.346 0.996
H -1.092 -2.649 -0.056
H -1.201 -5.094 0.204
H -6.161 1.357 -0.028
H -5.883 3.852 -0.134
H -3.570 4.797 -0.083
H -1.639 3.241 -0.011
O 2.335 -0.847 1.680
C 1.402 -0.601 0.947
O 0.173 -0.974 1.153
C 1.670 0.265 -0.296
C 2.585 -0.531 -1.303
C 2.031 -0.604 -2.695
C 0.928 0.025 -3.087
C 0.080 0.647 -2.093
N 0.332 0.672 -0.824
H 2.693 -1.556 -0.934
H 2.609 -1.182 -3.407
H 0.581 -0.005 -4.110
H -0.869 1.072 -2.405
C 4.759 3.117 1.275
Ge 4.014 1.349 1.169
C 5.102 0.084 2.080
C 4.025 0.000 -1.443
C 2.340 1.542 0.222
H 5.848 3.079 1.263
H 4.457 3.553 2.235
H 4.395 3.761 0.477
H 6.124 0.456 2.052
H 5.001 -0.914 1.671
H 4.738 0.080 3.112
H 4.588 -0.035 -0.493
H 4.068 1.008 -1.855
H 4.593 -0.655 -2.102
H 2.587 2.243 -0.575
H 1.663 2.061 0.910
*
```

The value obtained for the HOMO energy (alpha / beta) is -13.695 / -13.678 eV. The total energy comes out at -90849.684 eV. The calculation puts the energy above the lowest of the compared OMol25 structures with the same formula, charge and spin at 66.2 kcal per mole. The LUMO energy (alpha / beta) is -7.5 / -7.5 eV. As for the HOMO-LUMO gap (alpha / beta): 0.227 / 0.225 hartree.

These are the Mulliken partial charges, in e, on atoms 1 to 8:
1 Re 0.79
2 C -0.43
3 C -0.64
4 C -0.33
5 C 0.88
6 C -0.19
7 C -0.89
8 N 0.41

***

Which formula does entry 4 have? C11H14N3

***

Repeat the seventh record exactly.
A molecular structure, C21H24GeN4O2Re, computed with ωB97M-V with the def2-TZVPD basis set.

Structure (ORCA input):
```
! RIJCOSX wB97M-V def2-TZVPD def2/J DEFGRID3
* xyz 2 2
Re -1.334 0.124 0.348
C -3.279 -5.098 0.738
C -4.417 -4.328 0.955
C -4.367 -2.955 0.817
C -3.160 -2.355 0.462
C -2.019 -3.117 0.244
C -2.082 -4.493 0.381
N -3.075 -0.927 0.321
N -4.189 -0.343 0.169
C -4.061 1.029 0.059
C -5.188 1.829 -0.022
C -5.023 3.199 -0.074
C -3.736 3.730 -0.048
C -2.657 2.876 0.002
N -2.809 1.538 0.050
H -3.326 -6.173 0.850
H -5.347 -4.802 1.238
H -5.240 -2.346 0.996
H -1.092 -2.649 -0.056
H -1.201 -5.094 0.204
H -6.161 1.357 -0.028
H -5.883 3.852 -0.134
H -3.570 4.797 -0.083
H -1.639 3.241 -0.011
O 2.335 -0.847 1.680
C 1.402 -0.601 0.947
O 0.173 -0.974 1.153
C 1.670 0.265 -0.296
C 2.585 -0.531 -1.303
C 2.031 -0.604 -2.695
C 0.928 0.025 -3.087
C 0.080 0.647 -2.093
N 0.332 0.672 -0.824
H 2.693 -1.556 -0.934
H 2.609 -1.182 -3.407
H 0.581 -0.005 -4.110
H -0.869 1.072 -2.405
C 4.759 3.117 1.275
Ge 4.014 1.349 1.169
C 5.102 0.084 2.080
C 4.025 0.000 -1.443
C 2.340 1.542 0.222
H 5.848 3.079 1.263
H 4.457 3.553 2.235
H 4.395 3.761 0.477
H 6.124 0.456 2.052
H 5.001 -0.914 1.671
H 4.738 0.080 3.112
H 4.588 -0.035 -0.493
H 4.068 1.008 -1.855
H 4.593 -0.655 -2.102
H 2.587 2.243 -0.575
H 1.663 2.061 0.910
*
```

The value obtained for the HOMO energy (alpha / beta) is -13.695 / -13.678 eV. The total energy comes out at -90849.684 eV. The calculation puts the energy above the lowest of the compared OMol25 structures with the same formula, charge and spin at 66.2 kcal per mole. The LUMO energy (alpha / beta) is -7.5 / -7.5 eV. As for the HOMO-LUMO gap (alpha / beta): 0.227 / 0.225 hartree.

These are the Mulliken partial charges, in e, on atoms 1 to 8:
1 Re 0.79
2 C -0.43
3 C -0.64
4 C -0.33
5 C 0.88
6 C -0.19
7 C -0.89
8 N 0.41